Record 1
Density functional theory data (ωB97M-V with the def2-TZVPD basis set) for 3 unconnected molecules or ions with the total composition C20H54N5O11P3.

Last column: Löwdin charge in e.
Cartesian coordinates (Å):
C (-5.100, 4.261, 5.325)  -0.292
P (-6.288, 5.147, 4.246)  0.999
C (-5.119, 5.864, 3.019)  -0.290
C (-7.008, 3.710, 3.236)  -0.655
O (-7.292, 2.678, 4.162)  -0.044
C (-6.148, 3.159, 2.093)  -0.187
O (-4.877, 2.719, 2.527)  -0.144
C (-4.751, 1.337, 2.825)  -0.220
C (-3.659, 0.721, 1.968)  -0.111
C (-3.710, -0.819, 1.903)  -0.692
N (-4.808, -1.296, 1.042)  0.080
N (-3.898, -1.466, 3.196)  0.088
N (-2.420, -1.273, 1.415)  0.077
O (-8.218, 4.280, 2.758)  -0.200
C (-9.061, 3.622, 1.823)  -0.552
P (-9.497, 1.868, 2.199)  0.829
O (-10.556, 1.821, 0.929)  -0.303
O (-10.457, 2.185, 3.496)  -0.259
P (-8.671, 3.932, -0.002)  0.877
O (-7.439, 5.026, 0.195)  -0.315
O (-7.699, 2.632, -0.304)  -0.328
H (-4.587, 3.432, 4.852)  0.022
H (-5.629, 3.912, 6.209)  0.031
H (-4.358, 4.996, 5.646)  0.038
H (-4.747, 6.800, 3.437)  0.032
H (-4.279, 5.215, 2.779)  0.042
H (-5.655, 6.098, 2.098)  0.024
H (-7.258, 1.822, 3.715)  0.049
H (-5.998, 3.948, 1.360)  0.099
H (-6.669, 2.337, 1.587)  0.098
H (-4.525, 1.226, 3.888)  0.119
H (-5.704, 0.821, 2.644)  0.109
H (-3.758, 1.129, 0.958)  0.119
H (-2.677, 1.022, 2.335)  0.118
H (-5.697, -1.293, 1.531)  0.059
H (-4.922, -0.674, 0.249)  0.070
H (-3.368, -1.004, 3.924)  0.082
H (-4.869, -1.502, 3.472)  0.069
H (-2.317, -1.089, 0.423)  0.072
H (-2.374, -2.278, 1.545)  0.070
H (-10.026, 4.136, 1.912)  0.093
H (-10.839, 0.920, 0.726)  0.057
H (-10.483, 1.437, 4.106)  0.053
H (-7.706, 5.784, 0.734)  0.062
H (-7.019, 2.829, -0.961)  0.066
C (-0.747, -3.756, -1.148)  -0.116
O (-0.138, -2.925, -0.183)  -0.214
C (0.761, -3.583, 0.701)  -0.213
C (2.192, -3.170, 0.439)  -0.218
N (2.658, -3.662, -0.847)  -0.049
C (3.968, -3.173, -1.259)  -0.199
C (4.156, -1.673, -1.460)  -0.217
O (3.455, -1.141, -2.571)  -0.178
C (2.101, -0.809, -2.340)  -0.101
H (-1.544, -3.178, -1.613)  0.086
H (-0.048, -4.080, -1.928)  0.079
H (-1.183, -4.649, -0.688)  0.089
H (0.652, -4.669, 0.608)  0.123
H (0.491, -3.295, 1.720)  0.122
H (2.824, -3.592, 1.228)  0.125
H (2.243, -2.076, 0.532)  0.108
H (1.976, -3.430, -1.558)  0.072
H (4.220, -3.670, -2.200)  0.110
H (4.704, -3.506, -0.518)  0.120
H (5.213, -1.494, -1.668)  0.099
H (3.905, -1.110, -0.552)  0.115
H (1.945, -0.450, -1.318)  0.089
H (1.425, -1.651, -2.515)  0.073
H (1.838, -0.012, -3.036)  0.087
C (6.607, -2.279, -3.906)  -0.108
O (7.237, -1.550, -2.870)  -0.210
C (8.051, -2.329, -2.002)  -0.217
C (9.521, -2.032, -2.203)  -0.218
N (9.983, -2.503, -3.498)  -0.051
C (11.344, -2.117, -3.849)  -0.202
C (11.663, -0.631, -3.977)  -0.229
O (11.036, 0.006, -5.073)  -0.179
C (9.726, 0.481, -4.838)  -0.102
H (5.864, -1.624, -4.357)  0.094
H (7.313, -2.603, -4.678)  0.081
H (6.098, -3.166, -3.516)  0.077
H (7.850, -3.395, -2.151)  0.125
H (7.780, -2.070, -0.974)  0.121
H (10.088, -2.545, -1.420)  0.125
H (9.664, -0.952, -2.054)  0.107
H (9.348, -2.182, -4.216)  0.073
H (11.586, -2.590, -4.804)  0.119
H (12.023, -2.543, -3.103)  0.117
H (12.737, -0.541, -4.153)  0.121
H (11.438, -0.084, -3.052)  0.110
H (9.606, 0.831, -3.808)  0.088
H (8.961, -0.276, -5.034)  0.072
H (9.557, 1.318, -5.515)  0.088

- calculated total energy (eV) = -79453.3863
- E_LUMO (eV) = 0.3
- Kohn-Sham gap (eV) = 8.73
- structure (SMILES) = CP(C)[C@](O)(COCCC(N)(N)N)OC(P(O)O)P(O)O.COCCNCCOC.COCCNCCOC

=====

Record 2
Density functional theory data (ωB97M-V with the def2-TZVPD basis set) for 12 unconnected molecules or ions with the total composition C20H55N2O13 at a distorted geometry.

Last column: Löwdin charge in e.
Cartesian coordinates (Å):
C (-1.784, -2.059, -4.567)  -0.045
C (-0.259, -1.496, -4.500)  -0.317
N (0.673, -2.444, -4.559)  0.135
C (0.081, 0.069, -4.419)  -0.081
C (1.101, 0.481, -3.265)  -0.021
C (2.627, 0.237, -3.471)  0.051
N (3.654, 0.560, -2.516)  0.073
C (3.285, 1.195, -1.281)  0.031
C (1.831, 1.559, -0.887)  0.099
C (0.702, 1.168, -1.910)  0.060
C (-0.843, 1.508, -1.578)  -0.303
O (-1.311, 0.988, -0.545)  0.083
O (-1.539, 2.373, -2.451)  0.079
H (-1.826, -2.674, -5.545)  0.094
H (-1.859, -2.825, -3.721)  0.088
H (-2.563, -1.230, -4.526)  0.075
H (1.611, -2.012, -4.544)  0.001
H (-0.887, 0.686, -4.296)  0.101
H (0.536, 0.428, -5.421)  0.137
H (2.921, -0.258, -4.471)  0.117
H (4.627, 0.314, -2.788)  0.181
H (4.135, 1.438, -0.539)  0.137
H (1.647, 2.080, 0.106)  0.109
H (-0.872, 2.928, -2.931)  0.140
C (-3.366, -1.959, 0.970)  -0.146
O (-3.339, -0.539, 0.944)  -0.141
H (-4.250, -2.285, 1.517)  0.080
H (-3.410, -2.346, -0.052)  0.073
H (-2.472, -2.333, 1.473)  0.082
H (-2.548, -0.279, 0.455)  0.032
C (-0.427, 3.197, 2.147)  -0.145
O (-1.209, 2.051, 1.857)  -0.122
H (-0.454, 3.379, 3.222)  0.069
H (0.609, 3.027, 1.836)  0.055
H (-0.838, 4.065, 1.623)  0.087
H (-1.169, 1.910, 0.896)  0.013
C (-4.182, 0.098, 4.595)  -0.130
O (-3.440, -0.708, 3.688)  -0.151
H (-4.651, -0.548, 5.339)  0.062
H (-3.512, 0.800, 5.096)  0.074
H (-4.957, 0.644, 4.050)  0.086
H (-3.038, -0.112, 3.042)  0.056
C (4.548, -3.372, -3.881)  -0.133
O (3.249, -2.997, -3.439)  -0.146
H (4.469, -4.287, -4.466)  0.091
H (4.969, -2.579, -4.505)  0.068
H (5.194, -3.550, -3.018)  0.082
H (3.347, -2.186, -2.924)  0.041
C (-2.468, 4.886, 4.987)  -0.158
O (-3.249, 3.737, 4.694)  -0.126
H (-2.496, 5.067, 6.061)  0.083
H (-1.434, 4.716, 4.676)  0.054
H (-2.879, 5.753, 4.463)  0.079
H (-3.208, 3.598, 3.739)  0.069
C (-2.409, -4.035, 5.001)  -0.158
O (-3.381, -3.700, 4.024)  -0.142
H (-1.876, -4.929, 4.676)  0.076
H (-1.700, -3.211, 5.112)  0.075
H (-2.901, -4.235, 5.957)  0.075
H (-3.836, -2.907, 4.335)  0.038
C (5.071, 0.445, 2.418)  -0.150
O (5.981, 0.949, 1.446)  -0.151
H (4.428, -0.299, 1.947)  0.076
H (5.627, -0.021, 3.234)  0.062
H (4.457, 1.263, 2.804)  0.079
H (6.536, 1.604, 1.889)  0.080
C (8.279, -0.726, 4.879)  -0.158
O (6.914, -0.707, 5.272)  -0.141
H (8.502, 0.193, 4.336)  0.075
H (8.916, -0.785, 5.765)  0.079
H (8.463, -1.584, 4.229)  0.078
H (6.744, -1.529, 5.750)  0.082
C (-7.088, -2.080, 4.785)  -0.157
O (-6.815, -1.630, 6.103)  -0.134
H (-7.361, -1.223, 4.168)  0.083
H (-6.196, -2.556, 4.368)  0.065
H (-7.917, -2.792, 4.801)  0.079
H (-6.577, -2.407, 6.625)  0.080
C (2.308, -0.761, -7.766)  -0.128
O (3.086, -0.675, -6.578)  -0.163
H (1.277, -0.991, -7.496)  0.075
H (2.338, 0.193, -8.296)  0.085
H (2.699, -1.555, -8.405)  0.089
H (3.992, -0.472, -6.844)  0.088
C (-2.859, 3.769, -5.778)  -0.132
O (-2.076, 2.776, -5.125)  -0.154
H (-2.528, 3.854, -6.813)  0.085
H (-3.912, 3.479, -5.759)  0.086
H (-2.728, 4.731, -5.277)  0.082
H (-2.390, 2.720, -4.212)  0.039

- calculated total energy (eV) = -51213.4149
- E_LUMO (eV) = -5.3
- Kohn-Sham gap (eV) = 5.56
- charge = +1

=====

Record 3
Density functional theory data (ωB97M-V with the def2-TZVPD basis set) for a molecular structure, C20H55N7O9 at a distorted geometry.

Last column: Löwdin charge in e.
Cartesian coordinates (Å):
C (-16.033, 0.622, 3.777)  -0.723
O (-16.738, -0.387, 3.883)  0.033
N (-16.529, 1.793, 3.322)  0.133
N (-14.724, 0.731, 4.037)  0.165
H (-16.038, 2.667, 3.194)  -0.063
H (-17.507, 1.749, 3.077)  0.060
H (-14.497, 1.590, 3.557)  0.074
H (-14.033, 0.101, 4.421)  0.099
C (-14.887, 1.483, 6.745)  -0.700
O (-14.435, 0.402, 7.133)  0.018
N (-14.413, 2.645, 7.238)  0.059
N (-15.882, 1.630, 5.899)  0.150
H (-13.790, 2.542, 8.026)  0.138
H (-14.944, 3.445, 6.927)  0.069
H (-16.263, 0.772, 5.526)  0.100
H (-16.116, 2.604, 5.769)  0.112
C (-12.080, 0.101, 1.845)  -0.114
O (-13.269, 0.702, 1.591)  -0.271
C (-13.688, 0.796, 0.203)  -0.148
C (-14.834, 1.749, 0.095)  -0.191
N (-16.122, 1.321, 0.581)  -0.011
C (-17.147, 1.860, -0.264)  -0.188
C (-18.515, 1.641, 0.559)  -0.079
O (-18.396, 2.146, 1.920)  -0.260
C (-19.124, 3.260, 2.287)  -0.112
H (-12.157, -0.039, 2.923)  0.094
H (-11.232, 0.758, 1.654)  0.090
H (-12.000, -0.794, 1.227)  0.109
H (-13.928, -0.206, -0.152)  0.119
H (-12.862, 1.080, -0.450)  0.103
H (-14.965, 1.997, -0.958)  0.106
H (-14.756, 2.766, 0.481)  0.098
H (-16.447, 1.882, 1.356)  0.058
H (-17.229, 1.354, -1.226)  0.054
H (-16.949, 2.867, -0.630)  0.114
H (-18.934, 0.635, 0.568)  0.118
H (-19.319, 2.150, 0.029)  0.112
H (-18.693, 3.499, 3.260)  0.088
H (-20.209, 3.280, 2.388)  0.093
H (-18.858, 4.117, 1.668)  0.092
C (-16.743, 0.924, -3.443)  -0.055
O (-17.113, 0.096, -2.287)  -0.278
C (-17.099, -1.335, -2.552)  -0.154
C (-17.283, -2.087, -1.196)  -0.247
N (-16.106, -1.803, -0.500)  -0.040
C (-16.446, -1.924, 0.973)  -0.158
C (-15.270, -1.557, 1.896)  -0.191
O (-14.812, -2.730, 2.639)  -0.169
C (-13.835, -2.476, 3.629)  -0.096
H (-15.872, 0.541, -3.976)  0.082
H (-16.521, 1.945, -3.133)  0.081
H (-17.547, 0.881, -4.177)  0.088
H (-16.212, -1.571, -3.139)  0.119
H (-17.976, -1.628, -3.130)  0.112
H (-17.436, -3.166, -1.229)  0.125
H (-18.124, -1.671, -0.640)  0.110
H (-16.163, -0.806, -0.650)  0.058
H (-16.745, -2.941, 1.225)  0.119
H (-17.253, -1.365, 1.449)  0.104
H (-15.715, -0.816, 2.561)  0.047
H (-14.553, -1.057, 1.244)  0.078
H (-13.878, -3.237, 4.408)  0.093
H (-13.915, -1.472, 4.046)  0.050
H (-12.929, -2.552, 3.028)  0.079
C (-11.818, 2.091, -3.123)  -0.115
O (-11.844, 2.134, -1.699)  -0.226
C (-12.471, 3.353, -1.139)  -0.154
C (-11.770, 3.754, 0.179)  -0.140
N (-12.523, 3.329, 1.406)  -0.076
C (-11.896, 3.639, 2.634)  -0.182
C (-12.809, 3.324, 3.874)  -0.168
O (-12.595, 4.350, 4.872)  -0.183
C (-13.538, 4.357, 5.961)  -0.099
H (-11.756, 1.042, -3.410)  0.089
H (-11.072, 2.631, -3.706)  0.082
H (-12.719, 2.456, -3.616)  0.077
H (-13.558, 3.282, -1.141)  0.094
H (-12.227, 4.162, -1.827)  0.112
H (-11.441, 4.793, 0.164)  0.113
H (-10.788, 3.285, 0.244)  0.113
H (-12.727, 2.341, 1.358)  0.041
H (-11.921, 4.727, 2.695)  0.123
H (-10.926, 3.145, 2.666)  0.120
H (-12.765, 2.313, 4.278)  0.109
H (-13.885, 3.361, 3.705)  0.070
H (-13.135, 3.546, 6.569)  0.079
H (-14.535, 4.029, 5.669)  0.057
H (-13.499, 5.341, 6.429)  0.110
O (-15.816, 3.862, 2.749)  0.025
H (-15.553, 4.537, 3.374)  0.094
H (-15.372, 4.101, 1.936)  0.086

- calculated total energy (eV) = -50477.6757
- E_LUMO (eV) = 0.0
- Kohn-Sham gap (eV) = 8.05